No. 1
ORCA calculation (wB97M-V/def2-TZVPD) on a molecular structure, C32H35AsCsN7O4S4Sb.

Multiplicity ... 2
Total charge ... -2
Electronic energy ... -163642.77082 eV
Maximum force ... 0.9 eV/Å
HOMO-LUMO gap (spin up / spin down) ... 4.707 / 6.930 eV
Energy above the lowest of the compared OMol25 structures with the same formula, charge and spin ... 7.8 kcal/mol

Structure (XYZ):
```
85
Properties=species:S:1:pos:R:3:lowdin_spin:R:1
Cs 0.50262 0.32629 0.45869 0.001
O -7.70168 1.10547 0.34577 0.004
C -7.22929 1.67271 1.49243 0.018
O -8.03088 2.03723 2.32020 0.024
C -5.76279 1.77758 1.63214 0.056
C -4.83664 1.21044 0.73696 0.010
C -3.48665 1.34005 0.93439 0.032
C -2.95874 2.07077 2.03691 0.037
C -3.90603 2.62199 2.94103 0.042
C -5.26017 2.46889 2.73755 0.000
N -1.61290 2.13459 2.17646 0.147
C -1.07163 3.08498 2.93604 0.229
C 0.31504 3.11940 3.26096 0.069
C 0.86649 4.24549 3.93043 0.063
C 2.20372 4.28249 4.22157 0.022
C 3.01799 3.19799 3.86018 0.110
C 2.39858 2.13455 3.22450 -0.001
N 1.10868 2.06902 2.92836 0.107
H -6.96210 0.91228 -0.24160 0.000
H -5.14707 0.62844 -0.12681 0.000
H -2.79209 0.86341 0.25421 0.002
H -3.55580 3.13162 3.82942 0.006
H -5.97083 2.87796 3.44462 -0.001
H -1.64957 3.94969 3.27143 0.015
H 0.21552 5.07146 4.19281 0.001
H 2.62656 5.14605 4.72340 -0.001
H 4.07932 3.17816 4.06468 0.009
H 2.98134 1.26228 2.93657 -0.002
S 0.76587 -1.57678 -4.95506 0.000
Sb -0.76085 -0.44896 -3.68951 0.000
S -2.84520 -1.31582 -3.74483 0.000
S -0.36108 1.67236 -3.12559 0.000
O 2.81022 1.10472 -1.28313 0.000
S 2.81575 -0.14649 -2.13238 0.000
C 4.12702 0.09255 -3.32898 0.000
C 4.80901 1.29551 -3.29998 0.000
C 5.80049 1.52757 -4.24726 0.000
C 6.08410 0.56677 -5.20556 0.000
C 5.37526 -0.62904 -5.22869 0.000
C 4.38388 -0.87143 -4.29317 0.000
C 3.63817 -1.38611 -1.12442 0.000
C 4.55502 -0.97238 -0.17085 0.000
C 5.12074 -1.92028 0.66373 0.000
C 4.75479 -3.25828 0.55545 0.000
C 3.81527 -3.65148 -0.38514 0.000
C 3.24518 -2.70896 -1.23304 0.000
H 4.54384 2.02827 -2.54918 0.000
H 6.34099 2.46605 -4.23911 0.000
H 6.85043 0.75356 -5.94817 0.000
H 5.58338 -1.36964 -5.99078 0.000
H 3.79745 -1.78093 -4.31980 0.000
H 4.78557 0.08150 -0.07589 0.000
H 5.82599 -1.61196 1.42574 0.000
H 5.16142 -3.99537 1.23525 0.000
H 3.49490 -4.68462 -0.42097 0.000
H 2.48230 -2.99296 -1.94844 0.000
C -2.19972 -4.21935 -0.53835 0.000
N -1.57720 -2.92713 -0.68603 0.000
C -0.68607 -2.61593 -1.61755 0.000
N -0.18270 -3.56553 -2.42324 0.000
O -0.29542 -1.39893 -1.71021 0.000
H -2.81642 -4.20150 0.35735 0.000
H -1.44781 -5.00029 -0.40819 0.000
H -2.83363 -4.45548 -1.39808 0.000
H -1.94615 -2.13332 -0.18227 0.000
H -0.74510 -4.38987 -2.56078 0.000
H 0.25841 -3.19533 -3.27805 0.000
C -3.92023 -1.90484 2.72943 0.000
As -1.99892 -1.57497 2.50215 0.000
C -1.41826 -3.31897 3.19479 0.000
C -1.69771 -0.51719 4.11456 0.001
H -4.12946 -2.27527 3.73445 0.000
H -4.27246 -2.63478 1.99820 0.000
H -4.46129 -0.97311 2.55997 0.000
H -2.01920 -3.60471 4.06017 0.000
H -0.36918 -3.26543 3.48002 0.000
H -1.51829 -4.08004 2.41989 0.000
H -1.99244 -1.08288 5.00046 0.000
H -2.27504 0.40145 4.04040 0.001
H -0.64134 -0.25480 4.16952 0.000
N 2.86032 -6.14460 2.19831 0.000
C 2.62896 -5.09958 2.65640 0.000
N 2.40548 -3.95860 3.27162 0.000
C 2.05314 -2.92017 2.55782 0.000
N 1.73214 -1.94395 2.00798 0.000
```

No. 2
ORCA calculation (wB97M-V/def2-TZVPD) on a molecular structure, C32H35AsMnN3O3PSSe2Te.

Multiplicity ... 2
Total charge ... 0
Electronic energy ... -294636.60349 eV
Maximum force ... 0.4 eV/Å
HOMO-LUMO gap (spin up / spin down) ... 6.525 / 6.613 eV
Energy above the lowest of the compared OMol25 structures with the same formula, charge and spin ... 16.0 kcal/mol

Structure (XYZ):
```
80
Properties=species:S:1:pos:R:3:lowdin_spin:R:1
Mn 0.54007 0.44883 0.40498 1.003
S -1.37744 -0.58695 1.40103 0.001
C -2.41095 -1.93018 0.89933 -0.001
C -3.07842 -2.59039 1.94356 0.002
C -3.95022 -3.63433 1.70317 -0.001
C -4.18601 -4.05813 0.40092 0.004
C -3.54207 -3.41412 -0.64154 0.000
C -2.66289 -2.35395 -0.41356 0.004
As -1.72252 -1.47549 -1.87938 0.000
C -2.79927 0.14886 -2.03374 0.000
C -3.82763 0.46844 -1.15575 0.000
C -4.57644 1.62485 -1.34398 0.000
C -4.30699 2.46554 -2.41374 0.000
C -3.27034 2.15861 -3.28740 0.000
C -2.51640 1.01125 -3.09089 0.000
C -2.51800 -2.44540 -3.38643 0.000
C -1.79159 -3.51194 -3.90937 0.000
C -2.29139 -4.26688 -4.96209 0.000
C -3.52377 -3.95069 -5.51506 0.000
C -4.25118 -2.88208 -5.00898 0.000
C -3.75260 -2.13540 -3.95025 0.000
H -2.89362 -2.25837 2.95765 0.000
H -4.44545 -4.11975 2.53544 0.000
H -4.86678 -4.87487 0.19836 0.000
H -3.73311 -3.73855 -1.65605 0.000
H -4.05006 -0.18510 -0.32174 0.000
H -5.37678 1.86231 -0.65392 0.000
H -4.90029 3.35908 -2.56650 0.000
H -3.04781 2.81313 -4.12132 0.000
H -1.69822 0.78518 -3.76547 0.000
H -0.82227 -3.75764 -3.48837 0.000
H -1.71634 -5.09660 -5.35376 0.000
H -3.91499 -4.53303 -6.33960 0.000
H -5.21341 -2.62996 -5.43713 0.000
H -4.33363 -1.30947 -3.55844 0.000
Se 2.48549 2.19135 3.35163 0.001
Se 0.20981 2.30161 3.63781 0.002
C -0.42231 3.00556 1.96758 0.002
C -1.02369 4.25337 2.04896 0.000
C -1.64772 4.77979 0.93083 0.001
C -1.64573 4.03287 -0.22922 0.000
C -1.00688 2.80535 -0.23492 0.001
N -0.38825 2.28932 0.83771 0.000
C 2.58477 0.27383 3.18488 -0.001
C 3.57653 -0.38453 3.90131 -0.001
C 3.56196 -1.76724 3.92254 0.001
C 2.52690 -2.43118 3.28181 0.000
C 1.59323 -1.68356 2.58757 0.001
N 1.64905 -0.35249 2.48377 -0.004
H -0.99513 4.79446 2.98331 0.000
H -2.12477 5.75024 0.97394 0.000
H -2.12801 4.37471 -1.13286 0.000
H -0.97807 2.20310 -1.13180 0.000
H 4.31233 0.17958 4.45752 0.000
H 4.31745 -2.31428 4.47151 0.000
H 2.43347 -3.50717 3.32435 0.000
H 0.73864 -2.14219 2.10593 0.001
C 2.04027 4.70853 -4.03829 0.000
C 2.62419 3.38760 -3.59942 0.000
O 1.54382 2.54098 -3.17872 0.001
P 1.76984 1.32434 -2.17101 -0.001
O 0.42194 0.77388 -1.81209 0.000
Te 2.88378 1.91876 -0.16930 -0.010
O 2.53728 0.19681 -3.01415 -0.001
C 3.96006 0.21910 -3.22518 0.000
C 4.57192 -1.02690 -2.63024 0.000
H 2.83059 5.36172 -4.41005 0.000
H 1.54746 5.19998 -3.19977 0.000
H 1.31013 4.55797 -4.83312 0.000
H 3.31829 3.52652 -2.76483 -0.001
H 3.15369 2.89582 -4.41931 0.000
H 4.39116 1.11101 -2.76303 0.000
H 4.11943 0.27100 -4.30289 0.000
H 4.47698 -1.00674 -1.54362 0.000
H 5.63209 -1.08385 -2.88093 0.000
H 4.07455 -1.91641 -3.01766 0.000
N 1.32709 -1.35446 -0.32931 -0.005
H 1.15257 -1.31278 -1.33072 0.001
H 0.82901 -2.16611 0.01745 0.000
H 2.32242 -1.48209 -0.17554 0.000
```

No. 3
ORCA calculation (wB97M-V/def2-TZVPD) on a molecular structure, C32H35BiN8O4PS3.

Total charge ... +1
Electronic energy ... -101493.55115 eV
Maximum force ... 0.6 eV/Å
HOMO-LUMO gap ... 7.406 eV

Structure (XYZ):
```
84
Properties=species:S:1:pos:R:3:mulliken_charge:R:1
Bi -0.97857 -0.52046 0.48565 3.456
C -1.66019 -0.83146 5.75557 -0.678
S -2.96725 -1.63721 4.81118 -0.020
C -2.74108 -1.01644 3.21282 0.296
S -1.60918 0.28143 2.90881 -0.349
N -3.54598 -1.54635 2.33895 -1.429
N -3.28778 -1.19202 1.05380 0.754
C -4.25726 -1.25384 0.23039 -1.119
C -4.06785 -1.02461 -1.20831 0.955
C -5.14831 -1.15250 -2.06937 -0.935
C -4.93315 -1.03179 -3.43083 -0.454
C -3.64607 -0.80341 -3.88489 -0.967
C -2.62944 -0.66245 -2.94990 -0.396
N -2.83330 -0.74494 -1.64020 0.296
H -1.72679 -1.27011 6.74951 0.406
H -0.68977 -1.05735 5.31742 0.151
H -1.83242 0.24095 5.81871 0.266
H -5.24241 -1.53639 0.59516 0.416
H -6.13637 -1.35087 -1.67285 0.504
H -5.75754 -1.12633 -4.12598 0.436
H -3.42754 -0.74009 -4.94197 0.483
H -1.61318 -0.47055 -3.25890 0.351
C 1.68903 2.37011 -3.40836 -2.343
C 0.92758 1.27092 -2.71640 0.974
N -0.05337 1.47030 -1.92875 0.242
N -0.44354 2.76371 -1.76660 -0.464
C -1.45680 3.09023 -0.93888 0.719
N -1.82344 4.38151 -1.00492 -0.425
S -2.22078 2.07435 0.15142 -0.442
C 1.31954 -0.14906 -2.92340 0.325
C 1.96420 -0.53369 -4.09316 -1.189
C 2.34779 -1.85727 -4.23630 -0.773
C 2.08678 -2.74167 -3.20692 -1.049
C 1.41480 -2.27073 -2.08546 -0.422
N 1.02570 -1.00738 -1.94390 0.875
H 1.93207 3.16239 -2.69539 0.559
H 1.11908 2.80821 -4.23429 0.420
H 2.63090 2.00554 -3.80443 0.512
H -0.05513 3.48255 -2.35858 0.322
H -1.31308 5.06720 -1.53577 0.175
H -2.49149 4.70818 -0.32766 0.248
H 2.15849 0.17982 -4.88349 0.533
H 2.85759 -2.18427 -5.13377 0.462
H 2.39593 -3.77723 -3.26536 0.477
H 1.17601 -2.92561 -1.25989 0.495
O 1.11444 -1.87197 3.84339 -0.707
C 1.13214 -1.49943 2.68760 0.022
O 0.33035 -1.92896 1.74743 -0.677
C 2.21790 -0.50442 2.25830 -0.780
P 1.67956 0.87201 1.16363 0.975
C 3.32438 1.40634 0.53881 0.435
C 3.90541 0.67579 -0.49741 -0.478
C 5.17829 0.98131 -0.95796 -0.680
C 5.88908 2.02768 -0.38691 -0.607
C 5.32360 2.75348 0.65161 -0.653
C 4.05061 2.44674 1.11501 -0.703
C 1.23298 2.23927 2.28554 0.178
C 0.96922 3.48723 1.71095 -0.373
C 0.58452 4.56136 2.49415 -0.809
C 0.44084 4.39827 3.86925 -0.682
C 0.70055 3.16672 4.44648 -0.603
C 1.10029 2.09020 3.66003 -0.525
H 2.92209 -1.07619 1.64793 0.636
H 2.75686 -0.12901 3.12504 0.547
H 3.37026 -0.15896 -0.92895 0.290
H 5.61601 0.39658 -1.75813 0.461
H 6.88441 2.26668 -0.73947 0.397
H 5.87847 3.56037 1.11376 0.432
H 3.63256 3.02087 1.93122 0.384
H 1.09778 3.61800 0.63906 0.517
H 0.40421 5.52886 2.03983 0.433
H 0.13336 5.23333 4.48565 0.393
H 0.59651 3.03598 5.51637 0.456
H 1.30412 1.13455 4.13060 0.221
N -2.21430 -6.45106 0.04110 -0.627
C -1.91573 -5.36117 -0.87931 -0.304
C -1.85039 -4.03476 -0.13963 0.302
O -2.33731 -4.04123 1.08269 -0.422
O -1.41180 -3.02300 -0.64734 -0.603
H -2.79138 -7.16533 -0.37812 0.210
H -2.61926 -4.96652 1.25578 0.442
H -1.37277 -6.89544 0.38442 0.211
H -2.72410 -5.25775 -1.60340 0.332
H -0.99022 -5.47776 -1.44349 0.304
```